# 1
The following is a quantum chemistry calculation of an isolated molecule of C3H7PS2 at a distorted geometry, from OMol25.

Output
Charge: 0
Frontier orbital gap: 0.335 Ha
Structure (SMILES): PC1SCCS1
Relative energy (zero: lowest compared OMol25 entry of this formula, charge and spin): 0.597 eV

Last column: natural (NBO) charge in e.
Positions of all 13 atoms, in Å:
C -1.24975 0.90628 -0.60296  -0.528
C -1.17866 -0.61774 -0.59816  -0.582
C 0.58638 0.05628 1.13030  -0.766
P 2.13286 0.10300 -0.24161  0.240
S -0.50362 1.51997 0.97023  0.211
S -0.45957 -1.34564 0.87448  0.264
H -0.76539 1.31158 -1.40323  0.215
H -2.26848 1.34522 -0.58964  0.234
H -2.16762 -1.08906 -0.69640  0.242
H -0.58519 -1.01908 -1.47648  0.223
H 2.40324 -1.28796 -0.34968  -0.015
H 3.14308 -0.02483 0.73341  -0.011
H 0.91271 0.14196 2.24975  0.272

=====

# 2
The following is a quantum chemistry calculation of a cluster of 2 separate species, C3H7PS3 in total at a distorted geometry, from OMol25.

Output
Charge: 0
Frontier orbital gap: 0.295 Ha
Relative energy (zero: lowest compared OMol25 entry of this formula, charge and spin): 1.257 eV

Last column: natural (NBO) charge in e.
Positions of all 14 atoms, in Å:
C -2.07623 0.14234 -0.95671  -0.658
C -0.83201 0.80951 -0.26307  -0.119
C 0.42019 1.18174 -0.57556  -0.473
P 1.35054 -0.81209 1.40044  0.787
S 0.05303 -2.24521 1.33543  -0.419
S 3.00098 -1.02235 0.26512  -0.201
S 1.39696 0.56027 2.78095  -0.399
H -2.71562 -0.39227 -0.21648  0.229
H -2.63882 0.91536 -1.48552  0.233
H -1.09803 0.97500 0.76353  0.193
H 0.93694 1.97821 -0.05823  0.224
H 0.98899 0.89770 -1.51441  0.199
H 2.93721 -2.37265 0.26012  0.182
H -1.72413 -0.61557 -1.73560  0.220

=====

# 3
The following is a quantum chemistry calculation of a cluster of 2 separate species, C3H8BN in total at a distorted geometry, from OMol25.

Output
Charge: 0
Frontier orbital gap: 0.335 Ha
Relative energy (zero: lowest compared OMol25 entry of this formula, charge and spin): 3.403 eV

Last column: natural (NBO) charge in e.
Positions of all 13 atoms, in Å:
B -0.86173 -1.03424 -0.04811  0.903
C 0.69873 -0.93448 -0.11207  -0.862
C 1.11488 0.55626 -0.06989  -0.408
C -0.28345 1.23224 -0.02318  -0.221
N -1.33325 0.24313 -0.28997  -0.899
H -2.08841 -2.81388 0.70013  -0.232
H 1.16151 -1.43570 0.72154  0.240
H 1.22679 -1.39134 -1.03157  0.252
H 1.68119 0.64596 0.89023  0.216
H 1.90717 0.87945 -0.89685  0.221
H -0.46502 1.51829 1.04032  0.187
H -0.52845 2.03096 -0.72865  0.205
H -2.22997 0.50335 -0.15193  0.398

=====

# 4
The following is a quantum chemistry calculation of a cluster of 2 separate species, C3H8BNO2 in total at a distorted geometry, from OMol25.

Output
Charge: 0
Frontier orbital gap (alpha / beta): 0.306 / 0.320 Ha
Relative energy (zero: lowest compared OMol25 entry of this formula, charge and spin): 4.501 eV

Last column: natural (NBO) charge in e.
Positions of all 15 atoms, in Å:
B -1.93700 0.24234 -0.08997  1.005
C 0.67666 0.73296 -0.24636  0.157
C 2.03832 0.13432 0.01421  -0.650
C -0.40689 -0.12835 -0.27927  -0.437
N 0.66090 1.99884 -0.59970  -0.514
O -2.19565 1.52150 0.10684  -0.871
O -2.98026 -0.51380 -0.07347  -0.872
H 2.44590 0.62320 0.87016  0.229
H 1.93778 -0.88916 0.18538  0.201
H 2.79031 0.18732 -0.80163  0.227
H -0.13998 -1.23292 -0.18181  0.194
H 0.54327 -1.29730 2.20313  -0.002
H -0.29028 2.22421 -0.96886  0.336
H -3.17842 1.57195 0.37368  0.496
H -2.92998 -1.42164 -0.26150  0.500

=====

# 5
The following is a quantum chemistry calculation of the ion C3H8BO4P with charge -2 at a distorted geometry, from OMol25.

Output
Charge: -2
Frontier orbital gap: 0.191 Ha
Relative energy (zero: lowest compared OMol25 entry of this formula, charge and spin): 0.000 eV

Last column: natural (NBO) charge in e.
Positions of all 17 atoms, in Å:
B 0.92591 -0.00348 -0.35532  0.244
C 2.02706 -1.10453 0.05928  -0.861
C 1.38830 1.51007 -0.10479  -0.880
C -0.38945 -0.50565 -0.66472  -0.389
O -3.85974 1.11946 -0.12674  -1.202
O -3.43862 -1.42893 -0.11646  -1.209
O -1.97331 -0.01719 1.43292  -1.050
O -1.61866 0.36251 -0.89677  -0.901
P -2.92700 -0.02603 0.04132  2.501
H 3.17618 -0.81136 0.11860  0.148
H 2.12139 -2.02092 -0.60837  0.185
H 1.90355 -1.51001 1.05224  0.191
H 2.14386 1.62474 0.84397  0.156
H 0.47437 2.21654 0.03973  0.212
H 1.94446 1.91813 -0.89622  0.185
H -0.74159 -1.60234 -0.89847  0.175
H -1.15670 0.27900 1.07978  0.497

=====

# 6
The following is a quantum chemistry calculation of an isolated molecule of C3H8BO4PS at a distorted geometry, from OMol25.

Output
Charge: 0
Frontier orbital gap: 0.325 Ha
Structure (SMILES): O=CO[C@@H](CB(O)O)[PH2]=S
Relative energy (zero: lowest compared OMol25 entry of this formula, charge and spin): 3.298 eV

Last column: natural (NBO) charge in e.
Positions of all 18 atoms, in Å:
O 3.04344 2.77353 -0.02509  -0.542
C 2.14192 1.81359 0.32278  0.599
O 1.82224 0.65922 -0.53392  -0.503
C 0.71447 -0.14658 0.00172  -0.183
C -0.61649 0.23479 -0.93547  -0.823
B -1.96956 0.18515 0.04727  1.150
O -3.11688 -0.60324 -0.48272  -0.900
O -2.05155 0.90504 1.36246  -0.928
P 1.03906 -2.05504 -0.05993  0.774
S 2.21271 -2.60846 -1.50944  -0.546
H 1.58586 1.93932 1.34629  0.152
H 0.46631 0.07985 1.14641  0.215
H -0.70885 -0.46858 -1.87141  0.271
H -0.53486 1.35460 -1.33209  0.265
H -3.80340 -0.70094 0.24979  0.497
H -1.55662 1.77006 1.22830  0.495
H -0.27967 -2.67380 -0.16865  0.007
H 1.61189 -2.45852 1.21368  0.000

=====

# 7
The following is a quantum chemistry calculation of a structure of composition C3H8BrFNbO3S at a distorted geometry, from OMol25.

Output
Charge: -1
Frontier orbital gap: 0.237 Ha

Last column: natural (NBO) charge in e.
Positions of all 18 atoms, in Å:
C -1.95474 -0.16593 1.51959  -0.856
S -1.40870 0.78491 0.00402  1.482
O -0.88868 2.17442 0.31235  -0.941
O -2.69355 0.97886 -0.82607  -0.952
Nb 0.11440 -0.65573 -1.40409  1.467
Br -0.00672 -2.69826 0.28659  -0.417
C 2.04094 0.16172 -0.50073  -1.091
C 1.93353 0.70251 0.98950  0.857
O 2.16399 1.92909 1.17249  -0.569
F 1.60805 -0.07901 2.13843  -0.374
H -2.59498 0.45964 2.22710  0.239
H -2.48408 -1.12401 1.14806  0.247
H -1.00754 -0.49267 2.06617  0.241
H -1.35424 -1.32526 -2.24021  -0.312
H 1.12736 -1.63690 -2.57111  -0.314
H 0.13310 0.68025 -2.64180  -0.247
H 2.45248 1.00519 -1.16172  0.277
H 2.81938 -0.69882 -0.51855  0.264

=====

# 8
The following is a quantum chemistry calculation of an isolated molecule of C3H8BrNS at a distorted geometry, from OMol25.

Output
Charge: 0
Frontier orbital gap: 0.314 Ha
Structure (SMILES): CCCN(S)Br
Relative energy (zero: lowest compared OMol25 entry of this formula, charge and spin): 0.038 eV

Last column: natural (NBO) charge in e.
Positions of all 14 atoms, in Å:
C -1.88752 0.76179 0.06818  -0.596
C -0.69387 -0.24440 -0.06038  -0.421
C 0.55112 0.43522 0.15036  -0.250
N 1.72593 -0.40574 -0.38853  -0.602
S 1.69137 -1.99051 0.12989  0.251
Br 3.35296 0.67262 0.17283  0.053
H -1.60526 1.74422 -0.19759  0.197
H -2.78705 0.38393 -0.44471  0.218
H -2.17459 0.78217 1.08548  0.202
H -0.62752 -0.71977 -1.03116  0.217
H -1.13735 -0.99532 0.73211  0.208
H 0.45143 1.18723 -0.55621  0.209
H 0.65395 0.79104 1.19868  0.203
H 2.48641 -2.40250 -0.85894  0.111

=====

# 9
The following is a quantum chemistry calculation of an isolated molecule of C3H8ClFNP at a distorted geometry, from OMol25.

Output
Charge: 0
Frontier orbital gap: 0.347 Ha
Structure (SMILES): CN(C)P(F)CCl
Relative energy (zero: lowest compared OMol25 entry of this formula, charge and spin): 0.381 eV

Last column: natural (NBO) charge in e.
Positions of all 15 atoms, in Å:
C -1.47028 1.49146 -0.03969  -0.440
C -1.16888 -1.00391 0.49877  -0.438
C 2.08214 -0.81766 -0.50089  -0.722
N -0.66911 0.21037 -0.09412  -0.698
F 1.58134 1.68101 -0.24456  -0.581
P 1.14613 0.43040 0.62292  1.296
Cl 3.84699 -0.60834 -0.06839  -0.069
H -2.52082 1.36398 0.31846  0.194
H -0.97691 2.13643 0.65344  0.200
H -1.69237 1.70726 -1.11807  0.216
H -1.04709 -1.23466 1.58786  0.169
H -2.23188 -1.11539 0.20377  0.206
H -0.61651 -1.69836 -0.03105  0.190
H 1.67333 -1.82127 -0.16543  0.225
H 2.06392 -0.72130 -1.62302  0.251

=====

# 10
The following is a quantum chemistry calculation of an isolated molecule of C3H8ClISi at a distorted geometry, from OMol25.

Output
Charge: 0
Frontier orbital gap: 0.362 Ha
Structure (SMILES): CCC[Si@@H](Cl)I
Relative energy (zero: lowest compared OMol25 entry of this formula, charge and spin): 1.103 eV

Last column: natural (NBO) charge in e.
Positions of all 14 atoms, in Å:
C -0.65540 -0.84398 -1.44564  -0.595
C 0.13118 -0.65792 -0.09951  -0.425
C -0.63295 0.08624 0.92551  -0.684
Si 0.06747 -0.66363 2.85282  1.021
Cl 0.47974 0.50728 4.43809  -0.342
I -1.64229 -2.41406 3.49616  -0.248
H -0.90449 0.18487 -1.95346  0.203
H -0.04480 -1.47440 -2.03230  0.211
H -1.60306 -1.29953 -1.30640  0.204
H 0.28756 -1.65471 0.39785  0.205
H 1.08935 -0.10877 -0.35100  0.208
H -1.56828 -0.39386 1.00237  0.209
H -0.86389 1.17543 0.95922  0.233
H 1.20312 -1.38715 2.39804  -0.200

=====

# 11
The following is a quantum chemistry calculation of a cluster of 2 separate species, C3H8ClN2 in total at a distorted geometry, from OMol25.

Output
Charge: +1
Frontier orbital gap (alpha / beta): 0.310 / 0.316 Ha
Relative energy (zero: lowest compared OMol25 entry of this formula, charge and spin): 6.480 eV

Last column: natural (NBO) charge in e.
Positions of all 14 atoms, in Å:
C 0.72370 -1.80002 -0.19293  -0.713
C -1.17739 1.57450 -0.53060  -0.442
C 0.29589 -0.41011 -0.53168  0.160
N -0.81232 0.46387 1.36018  -0.189
N -0.49784 0.45921 0.16597  -0.061
Cl 0.01377 -0.47375 -2.23149  0.132
H 0.20558 -2.58226 -0.86386  0.287
H 0.55477 -2.08732 0.88924  0.243
H 1.78743 -1.82969 -0.22744  0.279
H -1.95091 1.23823 -1.22891  0.259
H -0.54987 2.17995 -1.09495  0.244
H -1.64356 2.25128 0.17239  0.268
H 2.04300 0.72320 -0.21211  0.158
H -0.62186 -0.31659 1.98124  0.374

=====

# 12
The following is a quantum chemistry calculation of an isolated molecule of C3H8ClN3 at a distorted geometry, from OMol25.

Output
Charge: 0
Frontier orbital gap: 0.370 Ha
Structure (SMILES): C/N=C(/CCl)NN
Relative energy (zero: lowest compared OMol25 entry of this formula, charge and spin): 0.532 eV

Last column: natural (NBO) charge in e.
Positions of all 15 atoms, in Å:
C 2.10597 -0.84228 -0.35697  -0.455
C -0.18965 -0.37465 -0.11874  0.385
C -1.44162 -0.78194 0.53925  -0.421
H 2.78816 -1.66732 -0.12391  0.210
H 2.38991 0.04475 0.17591  0.177
H 2.19936 -0.57915 -1.39981  0.188
H -1.34510 -1.74785 0.92209  0.246
H -1.57033 -0.19791 1.47582  0.215
H 0.81667 1.27035 -0.82487  0.379
H -0.86941 1.94255 1.05987  0.346
H -1.79246 2.06588 -0.37187  0.368
N 0.76665 -1.25984 0.01371  -0.460
N -0.11804 0.94354 -0.55003  -0.463
N -0.83732 1.97520 0.03549  -0.657
Cl -2.90279 -0.79134 -0.47594  -0.058

=====

# 13
The following is a quantum chemistry calculation of a cluster of 2 separate species, C3H8ClNO in total at a distorted geometry, from OMol25.

Output
Charge: 0
Frontier orbital gap (alpha / beta): 0.275 / 0.293 Ha
Relative energy (zero: lowest compared OMol25 entry of this formula, charge and spin): 5.904 eV

Last column: natural (NBO) charge in e.
Positions of all 14 atoms, in Å:
C 1.07192 0.14661 -1.45785  -0.691
C 1.12563 -1.11427 1.94780  -0.092
C 1.04378 0.32110 0.04744  0.018
N -3.00640 0.86072 0.00795  -0.737
O 1.15000 -0.83864 0.73302  -0.380
Cl -2.90882 0.55429 -1.77534  0.022
H 0.57067 1.02881 -1.91467  0.236
H 2.03603 -0.23287 -1.68491  0.219
H 0.42658 -0.64257 -1.85720  0.222
H -2.93947 -0.06193 0.36330  0.353
H 0.80991 -0.35555 2.65994  0.143
H 1.35006 -2.14484 2.20847  0.166
H 1.34062 1.22947 0.47737  0.160
H -2.07052 1.24965 0.24468  0.360

=====

# 14
The following is a quantum chemistry calculation of a structure of composition C3H8ClNOS at a distorted geometry, from OMol25.

Output
Charge: 0
Frontier orbital gap (alpha / beta): 0.295 / 0.295 Ha
Relative energy (zero: lowest compared OMol25 entry of this formula, charge and spin): 2.083 eV

Last column: natural (NBO) charge in e.
Positions of all 15 atoms, in Å:
C 0.13679 1.26584 0.82119  -0.679
C -1.00883 -0.55595 -0.43020  -0.669
C 0.22778 0.27085 -0.32193  -0.272
N 1.49303 -2.07842 -0.87587  -1.002
O 1.69774 -1.22914 1.56464  -0.855
S 1.67741 -0.97137 0.14144  1.857
Cl 3.60666 0.79265 -0.35268  -0.520
H 0.06296 0.78619 1.80227  0.237
H 0.94052 2.06770 1.08510  0.265
H -0.71993 2.05068 0.66846  0.242
H -1.96850 0.13999 -0.69552  0.245
H -1.40823 -0.97174 0.55409  0.247
H -1.03589 -1.29489 -1.29103  0.256
H 0.67329 0.78066 -1.05070  0.242
H 1.82918 -3.02381 -0.64290  0.407

=====

# 15
The following is a quantum chemistry calculation of an isolated molecule of C3H8FN at a distorted geometry, from OMol25.

Output
Charge: 0
Frontier orbital gap: 0.363 Ha
Structure (SMILES): CNCCF
Relative energy (zero: lowest compared OMol25 entry of this formula, charge and spin): 0.889 eV

Last column: natural (NBO) charge in e.
Positions of all 13 atoms, in Å:
C -2.30344 -0.19574 -0.10141  -0.412
C 0.05087 0.70391 -0.29550  -0.264
C 1.36510 0.40473 0.34047  0.044
H -2.97081 -0.21493 0.78602  0.199
H -2.44461 0.66475 -0.84770  0.198
H -2.36828 -1.14710 -0.63179  0.183
H -0.52700 -1.00630 0.57548  0.358
H 0.24163 0.62232 -1.38443  0.179
H -0.19818 1.75306 -0.13822  0.192
H 1.27029 0.25183 1.47476  0.166
H 2.17256 1.13246 0.23327  0.169
N -0.94055 -0.14938 0.38818  -0.637
F 1.85923 -0.72086 -0.27177  -0.376

=====

# 16
The following is a quantum chemistry calculation of a cluster of 2 separate species, C3H8FN2 in total at a distorted geometry, from OMol25.

Output
Charge: +1
Frontier orbital gap (alpha / beta): 0.272 / 0.327 Ha
Relative energy (zero: lowest compared OMol25 entry of this formula, charge and spin): 5.598 eV

Last column: natural (NBO) charge in e.
Positions of all 14 atoms, in Å:
C -1.49170 1.65864 0.35304  0.196
C 1.05394 -0.99153 0.55864  -0.290
C 0.92480 0.53899 0.48884  0.121
N -2.12441 1.21724 -0.58456  -0.646
N 0.18107 -1.38535 -0.68344  -0.724
F 1.22855 0.97774 -0.67663  -0.330
H -1.28091 2.15068 1.25213  0.234
H 2.09240 -1.32377 0.46138  0.230
H 0.67669 -1.41155 1.41697  0.233
H 1.34023 1.07498 1.30584  0.172
H -2.86625 1.75035 -1.09550  0.410
H 0.18208 -2.44275 -0.68346  0.459
H 0.81200 -0.98502 -1.40834  0.453
H -0.72850 -0.82864 -0.70492  0.483

=====

# 17
The following is a quantum chemistry calculation of a cluster of 2 separate species, C3H8FN2 in total at a distorted geometry, from OMol25.

Output
Charge: +1
Frontier orbital gap: 0.252 Ha
Relative energy (zero: lowest compared OMol25 entry of this formula, charge and spin): 3.860 eV

Last column: natural (NBO) charge in e.
Positions of all 14 atoms, in Å:
C 1.72519 0.13241 0.29276  0.334
C -2.03431 -0.88473 0.05384  -0.839
C -2.56913 0.45231 0.15965  0.683
N 2.92937 0.61344 0.13552  -0.783
N 0.78362 -0.07613 -0.59644  -0.830
F -1.78507 1.42068 0.49770  -0.206
H 1.55980 -0.11176 1.34915  0.170
H -2.74419 -1.62970 -0.26102  0.289
H -1.02399 -0.87664 -0.62040  0.430
H -1.35771 -1.01634 0.94762  0.337
H -3.43457 0.83418 -0.27501  0.200
H 3.68459 0.22054 0.75994  0.425
H 3.25125 1.03013 -0.84639  0.419
H 1.01517 -0.10838 -1.59691  0.371